231
Properties=species:S:1:pos:R:3:forces:R:3 method="wB97M-V/def2-TZVPD" e_tot_ev=-103770.6258 largest_force_ev_per_a=3.03 smiles=CC1(C)CCCC(C)(C)N1O.CC1(C)CCCC(C)(C)N1O.CC1(C)CCCC(C)(C)N1O.CC1(C)CCCC(C)(C)N1O.CC1(C)CCCC(C)(C)N1O.CC1(C)CCCC(C)(C)N1O.CC1(C)CCCC(C)(C)N1O.CO.CO.CO.O homo_energy_ev=-8.514 homo_lumo_gap_ev=9.058
H 0.568 -5.663 25.314 0.32 -0.07 -0.01
H -8.073 -11.108 26.628 -0.40 -0.06 0.05
H -4.618 -14.375 29.219 -0.26 0.80 -0.10
H -3.226 -5.393 24.660 -0.27 -0.55 -0.32
C -8.962 -10.794 27.204 0.14 0.17 -0.65
H -4.974 -15.306 24.247 0.54 -0.04 0.47
H -7.408 -15.028 21.527 0.30 -0.34 -0.30
C -6.370 -5.693 21.070 0.11 0.64 -0.60
H -6.853 -6.324 28.410 -0.64 0.60 -0.10
C -8.071 -8.300 29.968 -0.77 -0.05 -0.27
H -5.895 -8.488 21.553 0.49 -0.89 -0.60
H 1.449 -8.144 23.482 -0.52 -0.46 0.14
H -8.579 -9.261 30.176 0.34 0.32 -0.06
H -4.219 -8.807 31.560 -0.43 -0.24 0.48
C -4.872 -4.919 30.320 -1.76 0.36 -0.51
H -11.813 -5.764 27.250 -0.47 -0.17 0.68
C -0.946 -8.352 22.848 0.78 -0.10 -0.75
H -1.222 -10.868 22.592 0.29 -0.06 -0.67
H -2.248 -11.840 29.644 -0.74 0.24 0.08
C -0.933 -10.700 23.616 0.28 -1.09 0.49
H -1.990 -1.651 22.357 -0.54 -0.09 0.05
H -10.475 -9.824 24.284 -0.54 0.21 -0.62
H -2.916 -1.311 24.628 0.04 0.57 0.06
H 1.742 -7.925 26.076 -0.28 0.25 -0.06
H -2.723 -13.011 23.927 0.35 0.13 -0.79
H -8.762 -5.663 23.118 -0.18 -0.06 0.20
N -10.558 -12.017 25.966 -0.76 0.21 -1.50
H -4.309 -15.405 22.562 0.32 -0.08 0.24
H -11.143 -15.067 27.042 -0.24 -0.19 -0.37
H -3.286 -3.832 22.615 -0.91 0.42 -0.15
C -3.592 -12.872 24.536 -0.26 -0.38 1.88
H -8.166 -1.955 28.790 0.38 -0.26 -0.05
H -1.968 -10.400 31.693 0.14 -0.08 -0.32
H -1.985 -8.491 22.671 -1.06 -0.06 0.08
O -4.218 -12.803 21.859 0.12 -0.35 -1.17
H -5.632 -4.497 31.018 0.69 -0.16 -0.36
H -9.822 -8.791 21.336 0.45 -0.21 0.44
C -6.338 -4.820 22.307 1.75 -1.17 0.58
C -10.005 -4.870 26.956 0.19 -1.66 0.86
C -6.586 -8.351 30.308 -0.46 1.10 0.52
H -8.809 -4.419 21.032 -0.46 -0.18 -0.33
H -4.763 -8.476 33.263 -0.06 -0.17 -0.53
C -8.727 -2.329 26.131 -0.92 -1.86 0.93
C -9.483 -6.080 26.160 -0.57 0.56 0.55
H -8.917 -10.684 24.556 -0.37 0.08 -0.09
H -5.826 -14.045 25.683 0.11 -0.55 -0.13
C -9.663 -13.062 27.834 -0.62 -0.30 -0.83
C -0.158 -4.152 23.970 1.88 0.55 -0.65
H -6.760 -1.660 27.687 -0.25 -0.50 0.61
H -11.488 -4.329 25.412 0.90 -0.24 0.25
H -5.204 -4.664 29.295 0.33 -0.04 0.41
C -5.185 -15.310 23.200 -0.47 0.36 -0.94
O -3.724 -12.589 28.797 0.62 0.30 0.04
H -10.595 -6.232 28.493 -0.26 -0.06 -0.15
H -10.341 -6.519 25.622 0.38 -0.09 0.34
H -8.314 -9.036 20.438 -0.18 0.43 0.32
O -1.416 -11.588 30.048 1.19 -0.16 0.15
C -2.234 -3.883 25.881 -2.12 0.57 1.46
C -9.692 -10.028 24.978 0.50 -0.43 1.21
C 1.161 -9.204 23.682 0.79 0.68 -0.64
H -8.594 -7.516 30.536 0.24 -0.18 -0.11
O -6.093 -6.875 28.587 0.37 0.00 0.26
H -0.966 -5.186 27.055 -0.61 -0.21 0.33
H 1.453 -9.730 22.769 -0.06 -0.12 0.00
H -1.941 -2.185 27.189 -0.17 -0.45 0.19
H -5.747 -13.076 28.654 0.31 -0.15 -0.24
H -0.235 -11.500 23.940 -0.39 0.35 -0.25
H -0.047 -8.563 28.542 0.26 0.11 -0.49
H -7.398 -13.348 25.918 0.31 -0.11 -0.56
N -1.977 -2.951 24.814 -1.04 0.85 -0.91
H 0.537 -3.357 24.297 -0.10 -0.32 0.24
O -6.209 -7.812 22.130 -0.63 1.45 0.26
C -1.364 -10.384 30.763 0.54 -0.21 0.87
H -5.639 -4.015 22.134 -0.16 0.64 -0.10
H -8.919 -3.807 24.550 -0.36 -0.08 0.66
H -7.253 -7.996 25.988 0.49 0.05 -0.23
H -11.508 -10.086 27.940 -0.48 -0.37 1.34
H -2.533 -8.130 25.410 0.10 0.02 -0.01
H -4.597 -4.789 20.466 0.29 -0.87 0.05
H -11.280 -11.847 24.128 0.02 -0.31 1.15
H -0.431 -8.646 21.937 -0.14 0.44 -0.62
H -1.878 -10.830 24.144 0.36 0.18 0.21
C -6.598 -14.301 21.388 -1.09 -0.54 1.52
H -1.076 -5.929 24.829 0.29 -0.14 -0.48
C -10.913 -12.991 26.980 0.79 -0.34 -0.96
H -3.947 -11.809 28.260 -0.11 0.06 -0.01
H -2.758 -7.121 30.292 -0.50 0.09 -0.26
H -6.350 -6.697 25.247 0.18 0.58 -0.52
O -8.392 -5.061 28.658 0.72 -0.71 0.45
C -1.121 -2.160 22.736 1.61 -0.02 0.09
H -5.606 -11.546 25.819 -0.61 -0.17 -0.26
H -8.362 -11.900 28.973 -0.58 0.47 -0.38
H 1.929 -10.761 24.988 0.27 0.84 -0.27
N -5.307 -12.778 22.721 0.09 0.68 0.84
C -2.300 -4.217 22.578 1.21 -2.18 0.42
C -0.927 -4.483 26.232 1.60 0.85 2.11
C -0.277 -10.620 26.799 0.19 -1.40 -0.13
H -4.318 -4.341 25.641 0.29 -0.55 -0.33
H -11.138 -3.196 26.680 0.06 0.30 -0.41
H -3.659 -2.593 27.086 0.48 -0.57 -0.06
C -8.414 -7.154 21.588 0.19 -1.02 -1.94
H -10.966 -8.745 26.947 -0.06 0.08 0.02
O -5.189 -8.104 26.202 0.87 0.67 1.37
H -6.769 -3.142 28.729 0.27 0.44 0.74
H 2.093 -9.344 26.997 -0.12 -0.09 -0.15
H -0.295 -10.229 31.079 -0.95 -0.16 -0.32
H -2.527 -3.710 28.000 -0.25 0.65 -0.30
H -6.812 -5.473 19.006 -0.20 -0.39 -0.43
N -7.006 -6.998 21.199 1.19 -1.28 1.52
C -9.260 -11.740 28.318 1.04 0.96 2.50
H -6.285 -8.369 24.555 -0.06 0.26 -0.45
H -0.718 -7.314 23.087 0.03 -0.08 0.03
C -11.000 -14.317 26.254 -0.08 -1.16 -0.40
C -8.649 -5.045 20.134 0.89 1.05 0.51
C -3.386 -4.931 25.614 0.63 1.28 1.17
H 0.130 -10.775 27.798 -0.44 -0.38 0.15
C -2.643 -3.037 27.121 0.04 -0.02 0.10
H -10.014 -6.928 22.986 0.27 -0.02 0.21
C -5.983 -12.090 24.931 0.83 0.50 0.04
H -3.583 -13.395 22.271 0.43 -0.24 -0.09
H -8.202 -8.082 28.895 -0.04 -0.11 0.38
C -4.839 -13.277 29.246 -1.07 -1.31 0.16
H -2.982 -10.312 26.750 0.53 0.17 -0.43
H -8.858 -13.470 27.243 0.25 -0.13 -0.42
H -6.222 -4.482 27.073 0.47 -0.87 0.48
H -0.519 -1.463 23.313 0.03 0.18 0.18
C -0.406 -8.274 27.541 -0.53 -0.48 0.16
C 2.010 -9.648 24.846 -0.94 -1.49 1.10
C -10.203 -10.659 26.295 1.75 0.47 0.28
H -1.500 -8.300 27.613 0.16 0.23 0.00
H -5.164 -13.062 30.271 0.48 0.27 0.14
C -8.727 -8.663 21.396 0.43 -0.07 -0.23
H -10.055 -2.522 24.469 0.05 -0.32 0.37
C -6.309 -7.752 25.441 -1.34 -1.04 0.49
C -0.357 -9.320 23.831 -0.12 0.85 2.11
H -3.898 -4.527 30.478 0.81 0.70 0.29
H -8.130 -1.636 25.578 0.94 0.14 -0.12
H -1.869 -4.177 21.574 -0.29 0.23 -0.03
H -11.791 -14.393 25.476 0.34 0.16 0.79
H -8.685 -6.983 19.452 -0.21 -0.40 0.49
C -4.904 -5.851 20.622 -0.32 0.83 -0.03
N -9.026 -4.150 27.800 0.20 1.24 -1.58
H 0.216 -11.352 26.134 -0.30 0.29 0.24
H -12.361 -13.739 28.274 -0.33 0.28 0.25
H -2.325 -5.318 22.786 -0.12 0.79 0.11
N -6.088 -6.979 30.037 -0.70 0.42 -1.74
H -3.720 -10.630 22.929 0.54 0.14 -0.12
H -9.030 -6.789 26.858 0.15 -0.10 -0.40
H -7.276 -4.480 22.626 -1.25 0.70 0.42
H -3.240 -12.279 25.387 0.01 -0.10 0.03
H -10.029 -11.251 28.963 0.38 -0.55 -0.18
H -8.386 -7.316 23.725 -0.54 0.44 -0.34
H 0.357 -4.572 23.110 -0.07 -0.38 -0.28
O -3.722 -10.376 27.348 -0.40 -0.10 0.40
O -11.651 -11.940 25.036 -0.37 0.00 -0.79
H -8.210 -9.257 22.166 -0.74 0.12 0.00
N -0.707 -8.775 25.206 -0.07 0.43 -0.34
C -3.654 -6.950 29.653 2.31 0.65 0.06
C -12.187 -12.784 27.775 0.51 0.68 0.76
C -8.935 -6.726 22.958 0.83 -0.09 -0.26
H -10.142 -6.593 20.401 0.60 0.08 0.06
C -9.565 -3.192 25.210 -1.19 1.54 -1.66
H -5.596 -6.209 32.410 0.71 -0.53 -0.27
H -5.850 -5.383 23.123 -0.40 0.02 -0.07
H -5.950 -9.299 28.483 -0.18 0.28 -1.44
H -4.866 -6.342 19.644 0.22 -0.24 0.32
C -6.819 -3.960 26.362 -0.78 0.46 0.18
H -6.467 -10.333 29.770 -0.66 -1.37 0.10
H -12.130 -9.940 26.250 0.10 0.51 1.01
H -8.626 -4.880 29.592 -0.05 0.29 -0.94
C -11.028 -5.407 27.919 -0.12 -0.64 -0.12
H -4.273 -9.639 27.071 -0.50 0.31 -0.18
O -2.117 -9.002 25.400 0.32 -0.03 -0.01
H 3.053 -9.397 24.730 0.36 -0.04 -0.35
H -3.411 -5.650 26.460 0.02 0.21 -0.63
H -9.201 -9.111 25.255 0.16 0.63 -0.11
C -4.959 -8.285 32.194 -0.43 1.20 0.12
H -0.213 -3.698 26.618 -0.77 -0.37 -0.45
C -9.031 -6.488 20.374 -1.95 0.56 -0.85
H -8.732 -9.818 27.601 0.15 0.48 0.16
H -3.885 -7.879 29.204 -0.17 -0.97 -0.57
C -10.644 -3.919 26.011 -0.30 1.33 -0.11
H -4.897 -9.582 29.867 -0.75 -0.14 -0.52
H -5.375 -10.253 23.268 0.09 0.10 0.22
H -6.702 -11.531 24.319 -0.11 0.42 0.71
H -4.199 -10.249 24.614 0.24 0.47 0.22
C 0.025 -9.219 26.426 0.15 0.92 -1.00
H -11.355 -4.661 28.635 -0.36 0.27 -0.10
H -12.990 -12.565 27.097 -0.54 0.04 -0.24
C 1.516 -8.990 26.130 0.25 -0.20 0.34
C -0.354 -5.144 25.084 0.23 -1.31 -1.58
H -7.131 -7.864 32.291 0.57 0.05 0.14
C -1.374 -3.435 23.517 -2.74 1.16 0.49
C -7.999 -3.291 27.079 0.73 0.94 0.67
H -7.800 -13.142 23.483 0.18 -0.22 0.19
C -4.805 -12.178 23.978 -0.33 0.67 -0.88
H -0.521 -2.457 21.888 0.26 0.13 -0.50
H -12.105 -11.946 28.511 -0.14 -0.88 -0.47
C -7.385 -2.440 28.183 0.27 0.39 -0.66
H -0.058 -7.301 27.239 -0.05 0.62 0.31
H -6.743 -3.952 19.780 -0.14 0.03 0.40
H -5.873 -14.648 20.681 0.37 -0.14 -0.36
H -8.826 -5.678 25.421 0.76 -0.43 -0.42
O -3.245 -2.203 24.584 1.08 -1.37 -0.28
H -6.783 -9.533 32.066 0.12 -0.49 0.02
H -10.047 -14.587 25.764 -0.29 0.38 0.12
C -6.566 -13.432 25.185 -0.96 0.11 1.15
H -5.787 -16.199 23.029 -0.14 -0.06 -0.19
C -7.113 -4.974 19.916 -0.49 -0.17 0.04
H -3.291 -6.256 28.864 -0.48 -0.36 0.34
H -9.238 -4.609 19.299 0.49 -0.23 0.45
C -11.283 -9.786 26.964 0.03 -0.26 -3.02
C -6.418 -8.548 31.804 0.08 -0.41 0.05
H -7.116 -13.432 21.039 0.06 0.81 -0.32
C -6.015 -14.061 22.793 1.04 -0.27 -0.58
H -3.860 -6.493 32.501 0.26 0.46 -0.67
H -9.830 -13.781 28.584 -0.26 -0.78 1.40
C -7.069 -13.893 23.845 -1.72 -0.60 -0.58
H -6.157 -3.212 25.930 -0.15 0.30 -0.05
C -4.749 -6.773 31.929 -0.51 -0.22 1.71
H -1.365 -10.794 26.747 0.77 -0.19 0.40
C -5.953 -9.450 29.520 2.22 0.15 1.57
C -4.475 -10.718 23.688 -0.61 -0.29 -0.77
C -4.796 -6.411 30.458 -0.67 -0.80 0.79
H -7.161 -4.585 25.569 0.06 -0.68 -0.53
H -5.234 -7.523 27.002 0.16 -0.67 -0.41
H -7.616 -14.846 23.845 0.01 0.14 0.41
H -4.274 -6.324 21.397 -0.29 0.20 -0.57
H -1.665 -9.514 30.195 -0.18 0.31 -0.41
H -3.855 -13.846 24.944 0.16 0.00 0.06
H -9.317 -1.760 26.840 -0.73 0.43 -0.33